C15H52O15 | ωB97M-V with the def2-TZVPD basis set

Results
Relative energy (zero: lowest compared OMol25 entry of this formula, charge and spin)   46.4 kcal per mole
Total energy   -1731.0828 Eh
SMILES   OCCO.OCCO.OCCO.OCCO.CO.CO.CO.CO.CO.CO.CO
Kohn-Sham gap   9.389 eV
Lowest unoccupied orbital energy   0.0021 hartree

```
82
Properties=species:S:1:pos:R:3:forces:R:3
O 0.32393 -1.86564 0.86015 1.19 -0.14 0.48
C 0.27744 -0.91988 -0.20340 -1.41 -0.58 -0.27
C 0.74818 0.43590 0.28157 0.56 0.16 0.51
O -0.35427 1.34198 0.23877 0.18 0.44 0.31
H -0.48651 -2.33291 1.05050 -0.49 0.34 -0.32
H 0.75131 -1.34620 -1.08999 0.55 0.29 0.26
H -0.77473 -0.80897 -0.48897 0.23 0.31 -0.08
H 1.62133 0.86407 -0.22493 -0.20 -0.19 -0.59
H 1.10435 0.30064 1.30967 -0.33 -0.05 0.12
H -0.19279 2.09658 0.84540 -0.02 -0.37 -0.31
O 0.78272 1.70229 3.86579 -0.22 -0.09 -0.44
C 0.91854 3.10124 3.60621 0.49 -0.86 0.86
C -0.31379 3.63268 2.90003 -0.12 0.05 0.06
O -0.10775 3.83859 1.49493 0.06 -0.07 0.14
H 1.62783 1.25606 3.69038 -0.17 0.37 0.15
H 1.07320 3.57967 4.58148 -0.19 0.27 -0.16
H 1.85194 3.24177 3.04725 -0.22 0.37 -0.25
H -0.70040 4.54029 3.37232 0.25 0.15 -0.12
H -1.10957 2.89143 2.99075 0.12 -0.07 -0.06
H 0.71020 4.33784 1.38869 -0.11 0.02 -0.06
O 2.11984 -4.44135 -5.06425 -0.17 -0.64 -0.11
C 1.74657 -4.38093 -3.69068 -0.30 1.43 -0.75
C 0.62271 -3.40412 -3.41956 -0.37 0.27 2.28
O 1.11629 -2.06649 -3.35013 0.30 -0.01 -0.80
H 2.77536 -3.76462 -5.23809 -0.04 0.14 0.06
H 1.41878 -5.34692 -3.31774 0.31 -0.27 -0.26
H 2.60026 -3.97539 -3.14354 -0.03 -0.42 0.45
H 0.32319 -3.63440 -2.38228 -0.04 -0.31 -0.01
H -0.33340 -3.48196 -3.93821 0.41 -0.15 -0.83
H 0.36605 -1.49546 -3.14947 -0.23 0.00 -0.10
O -3.17175 -3.75067 1.58825 0.16 -0.12 0.07
C -2.85201 -4.85681 0.74582 -0.11 0.28 0.07
C -1.79534 -4.36529 -0.23117 -0.96 -0.41 -1.13
O -1.48601 -5.35307 -1.22635 0.15 -0.24 0.88
H -3.91593 -4.00539 2.14091 0.02 0.09 0.06
H -2.53031 -5.71837 1.33952 0.22 -0.02 0.00
H -3.74141 -5.14876 0.18371 0.06 -0.13 -0.15
H -0.90533 -3.96448 0.25226 0.03 -0.18 0.02
H -2.30175 -3.61448 -0.83961 0.34 0.51 0.32
H -1.29046 -6.17240 -0.75203 0.12 0.04 -0.25
C 4.34734 0.98519 2.56457 0.76 -0.34 0.45
O 3.49025 1.07056 3.69069 -0.70 0.16 0.07
H 3.70101 0.96421 1.69078 0.09 -0.12 -0.05
H 5.05807 1.81506 2.49021 -0.30 0.21 0.07
H 4.96224 0.08312 2.64447 -0.22 -0.09 -0.35
H 3.92551 1.06283 4.54671 0.44 0.03 -0.20
C 0.07050 4.19202 -2.16567 -0.77 -0.82 0.79
O -0.62972 2.95137 -1.97467 0.03 0.37 0.07
H -0.24201 4.56761 -3.13651 0.60 -0.09 -0.22
H -0.26038 4.94575 -1.43942 0.14 -0.09 0.12
H 1.12702 3.96859 -2.01650 0.19 0.55 -0.55
H -0.31123 2.48751 -1.16618 -0.38 0.09 -0.42
C 4.09873 3.20116 -0.53208 0.56 -0.48 0.24
O 4.06896 2.02351 -1.32271 -0.05 -0.03 -0.08
H 3.82494 4.01010 -1.20226 -0.28 0.18 0.29
H 3.46015 3.09401 0.35218 -0.39 0.28 -0.24
H 5.09150 3.41539 -0.11997 0.09 0.00 -0.28
H 4.67570 1.36086 -0.98467 0.02 0.06 0.10
C -3.53694 -0.79740 -0.08756 0.48 0.13 0.10
O -4.32361 0.10943 -0.83320 0.08 0.28 0.75
H -4.12630 -1.59646 0.35979 -0.13 -0.11 -0.46
H -2.75719 -1.18129 -0.75282 -0.07 -0.64 0.26
H -2.97883 -0.37029 0.75647 -0.21 0.41 -0.12
H -3.92447 0.99545 -0.72427 -0.17 -0.34 -0.62
C 0.69745 -1.70879 4.09731 -0.19 -0.20 -0.29
O 1.72167 -1.41566 5.03322 -0.09 -0.26 0.48
H 0.36889 -2.74889 4.16209 0.55 -0.18 0.19
H -0.23190 -1.16413 4.28225 0.25 0.55 -0.08
H 1.08334 -1.54460 3.09333 -0.43 0.04 -0.14
H 2.28159 -0.73674 4.65383 -0.02 0.06 -0.09
C -1.76517 0.01746 -4.11738 -0.69 0.95 0.11
O -1.66099 -0.98649 -3.12580 0.30 -0.41 -0.08
H -1.78279 1.01190 -3.65772 0.39 -0.03 -0.02
H -0.92703 -0.05959 -4.80392 0.09 -0.13 0.09
H -2.70124 -0.01670 -4.68669 0.08 -0.47 -0.02
H -2.32920 -0.85115 -2.44656 -0.11 0.20 -0.20
C -3.50492 3.44000 -0.22879 -0.13 -0.23 0.25
O -3.33783 2.62323 -1.38009 -0.22 0.67 -0.04
H -3.96253 4.42162 -0.40404 0.23 -0.04 -0.42
H -4.21310 2.92774 0.43079 0.26 -0.06 0.07
H -2.53867 3.56522 0.26700 -0.14 0.11 0.20
H -2.52531 2.92120 -1.83012 0.06 -0.36 0.19
```
Forces are in eV/Å.